(1)
This record from the Open Molecules 2025 dataset describes a molecular structure, C20H44NOP3SSm at a distorted geometry. The level of theory is ωB97M-V/def2-TZVPD.

Summary:
Energy relative to the best compared isomer or geometry (same formula, charge and spin) in eV: 0.057
⟨S²⟩: 8.765
HOMO (spin up / spin down) in eV: -14.42 / -14.42
Gap between HOMO and LUMO (spin up / spin down) in Eh: 0.141 / 0.151

```
! wB97M-V def2-TZVPD RIJCOSX def2/J DEFGRID3
* xyz 3 6
Sm -0.103 0.145 -0.251
P 0.433 -2.616 0.259
P 0.855 0.390 2.548
P -0.119 -0.402 -3.016
H 2.681 1.549 0.242
C 1.981 1.709 -0.583
C 0.874 2.539 -0.495
H 0.629 3.119 0.413
C 2.165 -3.199 0.075
C -0.046 -3.312 1.885
C -0.484 -3.727 -0.875
C 1.190 2.107 3.107
C -0.280 -0.162 3.894
C 2.416 -0.446 2.994
C -0.087 1.177 -3.951
C -1.619 -1.226 -3.688
C 1.255 -1.453 -3.591
H 2.391 1.363 -1.539
H 0.302 2.874 -1.380
H 2.240 -4.285 0.225
H 2.792 -2.682 0.815
H 2.518 -2.942 -0.933
H 0.006 -4.409 1.877
H -1.078 -3.011 2.103
H 0.608 -2.933 2.680
H -0.376 -4.778 -0.579
H -0.134 -3.607 -1.907
H -1.546 -3.457 -0.836
H 1.721 2.081 4.070
H 0.239 2.656 3.203
H 1.795 2.623 2.351
H 0.261 -0.192 4.855
H -0.691 -1.156 3.666
H -1.129 0.537 3.970
H 2.718 -0.112 3.994
H 3.185 -0.165 2.263
H 2.315 -1.537 2.962
H -0.048 1.017 -5.032
H 0.795 1.771 -3.654
H -0.995 1.750 -3.704
H -1.533 -1.389 -4.771
H -2.488 -0.573 -3.488
H -1.771 -2.190 -3.174
H 1.245 -1.575 -4.679
H 1.231 -2.441 -3.116
H 2.200 -0.981 -3.286
C 4.386 1.867 -5.561
C 5.559 1.227 -6.015
C 6.706 1.987 -6.263
C 6.694 3.368 -6.127
C 5.500 4.010 -5.774
C 4.348 3.269 -5.524
S 2.944 0.961 -5.156
H 3.415 0.015 -4.298
H 5.536 0.156 -6.178
H 7.615 1.482 -6.578
H 7.594 3.957 -6.302
H 5.458 5.086 -5.697
H 3.397 3.753 -5.304
C -4.787 -0.952 1.159
N -4.243 0.387 1.479
C -5.102 1.311 2.201
C -3.053 0.842 1.137
O -2.169 0.152 0.492
H -5.704 -0.807 0.555
H -5.094 -1.425 2.111
H -4.037 -1.562 0.621
H -4.634 1.598 3.163
H -5.250 2.233 1.610
H -6.058 0.820 2.381
H -2.777 1.882 1.403
*
```

(2)
This record from the Open Molecules 2025 dataset describes 6 unconnected molecules or ions with the total composition C20H44O13PS at a distorted geometry. The level of theory is ωB97M-V/def2-TZVPD.

Summary:
HOMO in eV: -11.50
Gap between HOMO and LUMO in Eh: 0.247

```
! wB97M-V def2-TZVPD RIJCOSX def2/J DEFGRID3
* xyz 1 1
O -2.584 1.819 -3.233
P -2.558 0.967 -4.482
O -2.965 2.006 -5.736
O -3.706 -0.227 -4.297
S -0.535 0.242 -4.649
H -2.501 1.756 -6.556
H -3.388 -1.105 -4.599
H 0.204 1.387 -4.954
H -0.399 -0.711 -5.643
O -0.260 -3.429 -1.578
C -1.068 -2.753 -0.999
O -1.131 -1.433 -1.258
C -2.160 -0.558 -0.768
C -1.852 -0.068 0.632
C -1.948 -3.339 0.069
H -3.142 -1.030 -0.840
H -2.175 0.292 -1.450
H -1.809 -0.890 1.347
H -2.612 0.640 0.966
H -0.878 0.424 0.657
H -1.391 -3.386 1.004
H -2.230 -4.347 -0.233
H -2.876 -2.793 0.226
O 2.583 1.318 -3.242
C 2.164 1.921 -2.279
O 2.808 3.002 -1.840
C 2.302 3.881 -0.822
C 2.622 3.358 0.562
C 0.971 1.414 -1.523
H 1.236 4.070 -0.965
H 2.806 4.836 -0.973
H 2.151 2.392 0.749
H 2.283 4.060 1.326
H 3.697 3.210 0.674
H 1.282 0.630 -0.833
H 0.283 0.999 -2.253
H 0.430 2.185 -0.979
O -3.520 -2.164 -7.310
C -4.700 -1.961 -7.494
O -5.104 -1.303 -8.581
C -6.479 -1.162 -8.973
C -7.138 0.001 -8.259
C -5.707 -2.363 -6.460
H -7.021 -2.100 -8.839
H -6.466 -0.965 -10.045
H -7.156 -0.148 -7.178
H -8.163 0.132 -8.606
H -6.583 0.923 -8.444
H -5.740 -1.601 -5.681
H -5.393 -3.312 -6.026
H -6.709 -2.525 -6.851
O 3.525 0.867 3.010
C 4.302 1.504 3.677
O 5.113 2.391 3.081
C 5.948 3.317 3.790
C 7.260 2.676 4.192
C 4.439 1.257 5.154
H 5.416 3.752 4.638
H 6.146 4.135 3.096
H 7.107 1.838 4.874
H 7.909 3.404 4.681
H 7.774 2.280 3.314
H 5.086 0.395 5.313
H 3.451 1.048 5.562
H 4.825 2.109 5.709
O 3.000 -0.054 8.502
C 2.489 -1.013 7.986
O 1.200 -1.295 8.237
C 0.452 -2.304 7.548
C 0.673 -3.669 8.166
C 3.295 -1.951 7.131
H 0.667 -2.286 6.478
H -0.597 -2.025 7.657
H 1.717 -3.980 8.095
H 0.056 -4.420 7.669
H 0.419 -3.651 9.227
H 3.835 -2.647 7.772
H 4.009 -1.363 6.556
H 2.703 -2.508 6.407
*
```

(3)
This record from the Open Molecules 2025 dataset describes a molecular structure, C20H45Cl8N3 at a distorted geometry. The level of theory is ωB97M-V/def2-TZVPD.

Summary:
Energy relative to the best compared isomer or geometry (same formula, charge and spin) in eV: 0.000
HOMO in eV: -8.35
Gap between HOMO and LUMO in Eh: 0.305

```
! wB97M-V def2-TZVPD RIJCOSX def2/J DEFGRID3
* xyz 0 1
C -0.319 0.190 4.795
C -0.608 1.624 5.200
N -1.693 2.221 4.368
C -1.829 3.656 4.688
C -2.089 4.057 6.175
C -2.929 1.527 4.673
C -4.170 2.212 4.010
H 0.476 -0.220 5.418
H 0.079 0.095 3.784
H -1.175 -0.476 4.903
H -0.900 1.663 6.249
H 0.264 2.255 5.029
H -0.897 4.155 4.420
H -2.532 3.979 3.921
H -1.857 5.120 6.236
H -3.063 3.824 6.605
H -1.319 3.669 6.841
H -3.147 1.473 5.740
H -2.876 0.583 4.132
H -4.409 3.189 4.430
H -4.956 1.457 3.994
H -4.028 2.297 2.932
C 0.507 -3.557 -4.722
C 1.868 -3.556 -4.080
N 2.835 -2.517 -4.462
C 2.325 -1.195 -4.268
C 2.939 -0.203 -5.237
C 4.095 -2.689 -3.763
C 5.385 -2.350 -4.499
H 0.433 -3.400 -5.799
H -0.004 -2.752 -4.194
H 0.091 -4.550 -4.551
H 1.872 -3.624 -2.992
H 2.250 -4.506 -4.454
H 1.237 -1.214 -4.330
H 2.574 -0.859 -3.261
H 2.527 0.802 -5.146
H 4.018 -0.072 -5.149
H 2.702 -0.456 -6.270
H 4.205 -3.756 -3.567
H 4.097 -2.185 -2.796
H 6.297 -2.698 -4.015
H 5.593 -1.281 -4.551
H 5.441 -2.627 -5.552
C -2.806 2.646 -0.700
C -2.259 1.243 -0.557
N -3.326 0.273 -0.786
C -4.132 0.140 0.479
C -5.531 -0.508 0.147
C -2.844 -1.168 -0.985
C -1.972 -1.167 -2.198
H -3.425 2.744 -1.592
H -2.048 3.427 -0.643
H -3.417 2.994 0.133
H -1.446 1.039 -1.254
H -1.757 1.062 0.393
H -3.546 -0.373 1.242
H -4.331 1.093 0.969
H -5.869 -0.086 -0.799
H -5.458 -1.561 -0.128
H -6.191 -0.432 1.012
H -3.635 -1.897 -1.157
H -2.442 -1.677 -0.109
H -2.015 -2.096 -2.767
H -0.902 -1.018 -2.056
H -2.365 -0.365 -2.824
C 2.364 0.640 0.120
Cl 1.965 2.347 0.125
Cl 2.361 0.206 1.863
Cl 1.204 -0.327 -0.806
Cl 4.110 0.381 -0.436
C 8.077 -1.379 0.562
Cl 8.331 -0.212 1.775
Cl 8.987 -0.843 -0.929
Cl 8.555 -3.019 1.178
Cl 6.452 -1.413 -0.160
*
```

Number 1: E -2997.72798 hartree. Number 2: E -2505.88655 hartree. Number 3: E -4634.66975 hartree.